{
  "formula": "C29H25Br2Cl5NO4PY",
  "method": "wB97M-V/def2-TZVPD",
  "symbols": ["Y", "C", "C", "C", "C", "C", "C", "C", "H", "H", "H", "H", "H", "H", "H", "H", "Br", "C", "Br", "H", "H", "C", "P", "C", "C", "C", "C", "C", "C", "C", "H", "H", "H", "H", "H", "H", "H", "H", "H", "H", "H", "O", "C", "O", "C", "C", "C", "C", "C", "C", "N", "O", "O", "H", "H", "H", "H", "Cl", "C", "C", "C", "Cl", "C", "Cl", "C", "Cl", "C", "Cl"],
  "positions_angstrom": [[0.83, -0.29, -0.75], [2.02, -2.61, 3.10], [0.75, -1.94, 2.68], [0.17, -2.21, 1.44], [-1.00, -1.56, 1.03], [-1.60, -0.63, 1.87], [-1.04, -0.37, 3.12], [0.11, -1.03, 3.52], [1.93, -3.02, 4.11], [2.84, -1.90, 3.11], [2.28, -3.43, 2.43], [0.61, -2.96, 0.79], [-1.47, -1.84, 0.09], [-2.51, -0.12, 1.57], [-1.51, 0.34, 3.78], [0.54, -0.82, 4.49], [3.86, -1.03, -0.40], [4.39, 0.76, 0.16], [3.55, 2.16, -0.87], [5.46, 0.83, 0.02], [4.07, 0.87, 1.19], [-1.52, 2.58, -2.48], [-1.08, 0.83, -2.62], [-1.03, 0.51, -4.41], [-2.53, -0.10, -2.03], [-2.68, -1.44, -2.40], [-3.74, -2.19, -1.91], [-4.65, -1.61, -1.04], [-4.51, -0.29, -0.67], [-3.45, 0.47, -1.16], [-1.56, 2.87, -1.43], [-2.48, 2.79, -2.96], [-0.74, 3.17, -2.96], [-1.98, 0.76, -4.88], [-0.79, -0.53, -4.60], [-0.24, 1.12, -4.85], [-1.98, -1.91, -3.08], [-3.84, -3.23, -2.20], [-5.48, -2.20, -0.65], [-5.23, 0.17, 0.00], [-3.35, 1.50, -0.86], [1.66, 0.61, 1.24], [0.83, 1.57, 1.20], [0.04, 1.68, 0.22], [0.80, 2.56, 2.31], [-0.01, 3.68, 2.23], [-0.04, 4.59, 3.27], [0.72, 4.38, 4.41], [1.52, 3.24, 4.47], [1.58, 2.33, 3.44], [2.33, 2.99, 5.68], [2.96, 1.96, 5.71], [2.29, 3.83, 6.55], [-0.61, 3.84, 1.34], [-0.67, 5.47, 3.21], [0.72, 5.07, 5.24], [2.21, 1.45, 3.52], [2.30, 0.09, -3.33], [1.61, -1.53, -3.53], [0.93, -2.05, -2.44], [0.40, -3.32, -2.66], [-0.46, -4.10, -1.36], [0.54, -4.02, -3.86], [-0.14, -5.58, -4.06], [1.23, -3.42, -4.92], [1.42, -4.25, -6.40], [1.78, -2.15, -4.76], [2.63, -1.40, -6.04]],
  "energy_ev": -253183.927,
  "de_lowest_ev": 0.123,
  "total_charge": 1,
  "gap_ha": 0.3147,
  "lumo_energy_ev": -3.0
}


{
  "formula": "CH5ClNO3P",
  "method": "wB97M-V/def2-TZVPD",
  "symbols": ["C", "N", "O", "O", "O", "P", "Cl", "H", "H", "H", "H", "H"],
  "positions_angstrom": [[-0.70, -0.01, 0.79], [-1.28, -0.62, -0.37], [1.81, 1.44, 0.94], [0.46, 1.24, -1.35], [1.61, -0.77, -0.53], [0.90, 0.66, 0.07], [3.03, -1.11, 0.28], [-0.45, -0.78, 1.51], [-1.32, 0.94, 1.02], [-0.48, 1.01, -1.52], [-2.27, -0.37, -0.35], [-1.33, -1.62, -0.49]],
  "energy_ev": -30558.307,
  "multiplicity": 3,
  "de_lowest_ev": 0.000,
  "gap_ha": [0.2665, 0.2642],
  "lumo_energy_ev": [0.4, -2.9]
}